Entry 1:
This record from the OMol25 dataset describes a molecular structure, C12H13Br2INO8P2V at a distorted geometry. The level of theory is the ωB97M-V functional and the def2-TZVPD basis.

```
! wB97M-V def2-TZVPD RIJCOSX def2/J DEFGRID3
* xyz 0 3
V -0.3337 1.0059 -0.4156
Br -3.4073 -2.8729 -0.2533
C -2.5743 -1.9300 1.1550
C -2.7482 -2.3426 2.4847
C -2.1616 -1.6595 3.5150
Br -2.4442 -2.2521 5.2920
C -1.3482 -0.5279 3.2723
C -0.7014 0.2716 4.2369
C 0.0623 1.3329 3.8217
C 0.2082 1.6082 2.4565
N -0.3901 0.8860 1.5293
C -1.1678 -0.1576 1.9255
C -1.7962 -0.8356 0.8440
O -1.5772 -0.3505 -0.3592
H -3.3589 -3.2107 2.6889
H -0.8074 0.0474 5.2890
H 0.5617 1.9627 4.5444
H 0.8326 2.4223 2.1108
C 2.7372 -1.2740 -3.1901
C 2.0164 -0.0815 -2.5908
O 2.4884 1.1541 -3.1393
P 0.2403 -0.0064 -3.0638
O -0.5157 -1.3536 -2.8082
O 0.2560 0.0601 -4.6446
O -0.4324 1.1824 -2.4559
P 2.0080 -0.0948 -0.7532
O 3.5416 -0.3693 -0.3796
O 1.0815 -1.1406 -0.2471
O 1.6294 1.3121 -0.3201
H 2.6689 -1.2408 -4.2770
H 2.2818 -2.1985 -2.8326
H 3.7857 -1.2504 -2.8978
H 2.7512 1.7528 -2.4301
H -1.0141 -1.3256 -1.9564
H 0.7637 0.8254 -4.9596
H 3.6125 -0.9385 0.4018
I -0.3286 4.0161 -0.6732
C -1.7359 2.4435 -0.3347
H -2.4265 2.4483 -1.1752
H -2.2574 2.6812 0.5896
*
```

The highest occupied orbital energy (spin up / spin down) comes out at -8.1 / -8.2 eV. The HOMO-LUMO gap (spin up / spin down) is 7.56 / 7.54 eV. The total energy comes out at -8194.515439 Ha.

Mulliken atomic charge list, values in e, 4 entries: V 0.4034; Br -0.1676; C -0.2780; C -0.4325

=====

Entry 2:
This record from the OMol25 dataset describes C12H13BrFN in the gas phase at a distorted geometry. The level of theory is the ωB97M-V functional and the def2-TZVPD basis.

```
! wB97M-V def2-TZVPD RIJCOSX def2/J DEFGRID3
* xyz 0 1
C -1.3014 -2.7303 -0.1624
C -0.5379 -1.4873 -0.5539
C -1.3269 -0.8150 -1.7392
C -0.2950 -0.4783 0.6249
C -1.7023 -0.1323 1.3780
C 0.6187 -1.1074 1.6297
N 1.3545 -1.5048 2.4218
C 0.6410 0.6964 0.1313
C 0.2231 2.0078 0.5134
F -1.0575 2.2285 0.8949
C 1.0699 3.1387 0.4327
C 2.3345 2.9817 -0.0788
C 2.8029 1.7031 -0.4442
C 1.9495 0.6199 -0.2153
Br 2.7702 -1.0601 -0.7635
H -2.3989 -2.4809 -0.0269
H -1.2165 -3.2340 -1.1405
H -0.8740 -3.3732 0.6628
H 0.4974 -1.8907 -0.9855
H -0.8839 -1.0692 -2.7967
H -2.3153 -1.3417 -1.7962
H -1.2929 0.3045 -1.6211
H -2.4671 0.2458 0.5645
H -1.6936 0.4543 2.2884
H -1.8826 -1.1875 1.6975
H 0.5318 4.0729 0.5007
H 2.7654 3.9916 -0.3985
H 3.6868 1.4473 -1.0180
*
```

The energy above the lowest of the compared OMol25 structures with the same formula, charge and spin is 0.00 kcal/mol. Its SMILES is CC(C)[C@@](C)(C#N)c1c(F)cccc1Br. The highest occupied orbital energy comes out at -9.4 eV. The HOMO-LUMO gap is 9.89 eV. The total energy comes out at -3193.612646 Ha.

Mulliken atomic charge list, values in e, 4 entries: C -1.7104; C 1.2592; C -1.3890; C 1.3113